Entry 1:
133
Properties=species:S:1:pos:R:3:forces:R:3 method="wB97M-V/def2-TZVPD" homo_lumo_gap_ev="4.991 / 4.782" charge=-1 spin_multiplicity=1 e_homo_ev="-3.6 / -3.7"
C 5.0948 0.3147 1.8444 0.036 -0.021 0.132
H -0.9654 6.2275 -3.1756 0.002 -0.026 0.026
H -1.1164 2.9424 -6.2034 -0.001 -0.022 0.016
N -1.5448 -2.4150 3.3442 -0.089 -0.058 -0.045
H -5.7877 2.5045 -4.3272 0.017 0.007 0.051
C -0.4799 2.7406 3.3780 -0.087 -0.184 0.031
H 1.3902 6.9330 4.5217 -0.024 -0.001 0.010
C -0.1937 6.9138 3.0658 0.004 -0.050 0.028
C 4.4551 -1.5392 0.4102 0.191 0.001 0.009
C -5.2059 1.5591 -2.5064 0.014 0.151 -0.018
H 0.7815 -3.7893 4.7549 0.004 0.076 0.014
C -0.1448 5.8456 -2.5796 0.030 0.006 0.006
C 2.1012 -0.1970 5.5539 0.073 0.052 0.063
H -1.6888 0.8433 -7.3937 -0.010 0.000 0.043
N -1.4132 2.4846 2.4855 0.059 -0.131 0.195
C -5.3412 2.6388 -3.3478 -0.007 -0.119 0.043
N 0.5465 2.8962 -0.4583 -0.133 0.390 -0.442
H -1.0360 2.9610 -3.7202 -0.031 -0.135 -0.100
C 6.6794 -5.3352 -1.4903 0.013 0.077 -0.008
C 1.0433 6.5574 -2.4944 -0.002 -0.042 0.013
H 5.7503 -2.8062 -1.9568 -0.010 0.035 -0.003
C 0.6791 6.3165 3.9851 -0.070 -0.012 -0.054
C -1.8843 3.6954 1.9397 -0.269 0.140 -0.325
H 2.8484 -3.4648 6.1162 -0.007 -0.003 0.007
C 4.4012 1.1836 1.0202 -0.008 0.046 -0.023
C 1.5124 -1.9063 1.0750 -0.098 0.059 -0.073
C 1.1114 -3.6702 -0.1798 -0.009 0.016 0.089
O -0.5367 2.2213 -0.7527 0.388 0.164 0.377
H 2.7517 4.4713 -0.4254 -0.015 0.005 -0.025
C 1.1501 -2.7952 4.9849 -0.006 -0.160 0.020
N -2.7711 3.8708 1.0150 0.164 -0.154 0.185
C -4.7519 -1.2031 2.1910 0.008 -0.040 -0.115
N -2.6702 -1.7368 1.3275 -0.177 -0.116 0.392
H 5.5988 0.6791 2.7295 -0.012 -0.023 -0.042
C 2.3023 -2.6062 5.7455 -0.014 0.069 -0.008
H -3.9616 -2.5408 5.2345 -0.016 0.036 -0.015
C -1.3185 2.0368 -5.6436 -0.049 -0.074 0.019
C 2.0856 6.0590 -1.7200 -0.033 -0.025 -0.008
C -4.1794 0.9108 -0.1902 0.010 -0.160 -0.256
H -2.1575 -1.2138 -6.1177 0.045 0.005 0.008
C 4.9226 -3.5071 -2.1053 -0.041 -0.031 0.098
H 0.9542 -4.3178 -5.5205 -0.037 0.008 0.017
H -5.5424 0.5749 -2.8094 0.035 -0.007 -0.009
H 5.2955 -3.5281 0.3278 0.025 -0.003 0.058
C -5.8740 -1.7227 4.6636 0.013 0.009 -0.046
C 3.7863 -0.6315 -0.4043 0.064 0.095 -0.016
C -0.3268 -5.3530 -4.1418 -0.016 0.067 0.021
C -1.2791 2.0490 -4.2543 0.008 0.029 -0.003
C -4.2962 4.1397 -1.7406 -0.132 0.060 -0.129
C -2.6745 -2.0460 2.6286 0.011 0.065 0.080
C -1.1269 4.7868 2.5583 0.094 -0.084 0.002
C 0.5005 -1.6740 4.5127 -0.047 0.061 -0.095
C -1.3862 -5.2187 -3.2482 -0.010 0.043 -0.008
H 1.2670 -4.6472 -0.6140 0.001 0.153 0.041
C -2.0962 -1.5328 -3.4111 0.068 0.074 0.020
H -6.3403 -1.9252 5.6210 0.035 0.013 -0.031
C -0.2950 4.6411 -1.9042 -0.046 0.023 0.078
Cl 6.0046 -2.1029 2.5888 -0.025 -0.021 -0.018
H -6.6621 -0.3724 1.6244 0.002 -0.020 0.030
C 3.2953 -3.6371 1.0940 -0.121 0.068 -0.031
C -1.5382 -2.8395 -3.7312 -0.034 0.071 0.062
H -4.9820 4.7457 -3.6669 -0.017 -0.022 0.023
H 3.2460 -1.0093 -1.2631 0.006 0.013 0.027
N 1.4284 2.5539 0.4026 -0.342 0.195 0.021
N -0.8149 -0.1538 3.3346 -0.088 0.021 0.222
H 2.4542 0.8069 5.7596 -0.007 -0.047 -0.028
C -1.5395 0.8926 -3.5365 -0.046 -0.046 0.048
C 0.6533 4.9459 4.1999 0.039 -0.014 0.063
H -1.2134 4.0696 -1.9401 0.013 0.087 0.051
H 3.2043 1.4127 -0.7386 0.087 -0.085 0.033
H 3.0165 6.6096 -1.6484 -0.030 -0.032 0.021
C -1.1085 6.1582 2.3462 -0.003 0.044 0.038
H -7.6679 -0.8629 3.8431 0.047 0.011 -0.012
C -3.8757 -1.1802 1.0565 0.007 0.232 -0.280
C 0.9717 -0.3952 4.7871 -0.039 0.055 -0.093
C -0.7032 -1.4944 3.6516 -0.069 0.167 0.034
C 3.7553 0.7232 -0.1130 0.057 -0.034 -0.161
C -1.8862 -0.3042 -5.5939 0.024 0.048 -0.056
H 3.5312 -3.3547 2.1178 0.005 -0.081 0.106
C 0.7539 4.1551 -1.1388 -0.056 -0.175 0.060
N -3.5389 1.5777 0.7503 0.245 0.034 0.359
H 3.3086 -4.7223 1.0073 -0.039 -0.037 -0.006
H -2.8059 -3.8882 -2.3481 0.043 -0.010 0.009
H 2.0057 -1.2444 1.7803 -0.066 -0.145 -0.095
N 0.4276 -1.6177 0.4055 0.037 -0.399 0.145
C 5.1155 -1.0332 1.5269 -0.060 0.044 -0.142
H -0.7219 -2.7569 -1.0097 0.137 -0.022 0.136
C -3.4690 -1.0789 -1.2530 0.070 0.562 0.361
N 1.9751 -3.1468 0.7662 -0.002 -0.009 -0.028
H 4.4792 -3.3142 -3.0799 -0.013 0.021 -0.067
C 4.3378 -3.0293 0.1490 -0.032 0.134 0.091
C -0.4744 -2.9942 -4.6361 0.039 -0.070 0.001
Cl 3.1130 -5.9523 -3.1040 -0.028 0.017 0.004
C 0.0980 0.5636 4.0414 -0.164 -0.210 -0.060
C -3.9895 -1.8081 3.2099 0.124 -0.088 -0.019
C 4.6841 -5.9962 -2.4232 0.072 -0.104 0.010
O 1.1834 1.4856 1.0351 -0.120 -0.200 0.052
H -1.5097 0.9186 -2.4517 0.053 0.035 -0.127
Cl 4.3383 2.8667 1.4321 0.224 -0.088 0.067
C -3.4849 2.8934 0.3911 -0.146 0.043 0.048
O 3.8859 -3.2753 -1.1622 0.146 -0.110 -0.215
H -1.7447 -6.0808 -2.6966 0.007 0.033 -0.033
Pb -1.1641 0.5308 1.0244 0.142 0.114 -0.861
C 1.9499 4.8598 -1.0375 0.007 -0.051 0.046
C -1.6348 0.8582 -6.3106 0.021 -0.011 0.054
C 2.7683 -1.3237 6.0309 -0.057 0.004 -0.044
H 7.4205 -4.6389 -1.1137 -0.070 -0.063 -0.043
H 1.1603 7.4953 -3.0249 -0.014 -0.036 0.021
H -1.7787 6.6140 1.6274 0.020 -0.035 0.013
C 0.1204 -4.2314 -4.8322 -0.046 0.026 0.010
H 1.3270 4.4704 4.9044 -0.037 0.008 -0.078
C -4.8814 3.9226 -2.9679 0.065 0.045 0.123
C 6.8494 -6.6836 -1.4978 0.055 -0.052 0.024
H 7.6979 -7.2573 -1.1529 -0.079 0.088 -0.029
H -3.9361 5.1228 -1.4560 -0.005 -0.057 -0.001
C -4.5926 1.7609 -1.2551 -0.122 -0.321 0.017
C -6.0823 -0.8479 2.4067 -0.004 0.037 0.029
C -1.9840 -3.9865 -3.0481 -0.007 -0.035 -0.052
H -0.1471 7.9863 2.9105 0.007 -0.044 0.006
C -2.8144 -1.3394 -2.2438 -0.017 -0.258 -0.416
S 5.4874 -7.4874 -2.1537 -0.047 -0.030 -0.022
H -0.0911 -2.1298 -5.1611 0.009 0.006 0.026
H 3.6669 -1.2038 6.6233 -0.001 -0.006 0.000
N 0.2646 1.8510 4.1144 0.093 0.291 -0.148
C -0.2567 4.1913 3.4733 0.092 0.060 0.065
C -6.6327 -1.1182 3.6480 0.072 0.016 -0.032
N -4.0625 -0.5419 -0.1774 -0.312 -0.124 0.115
C -4.1566 3.0555 -0.8584 0.251 0.006 0.031
H 0.1455 -6.3166 -4.2939 -0.024 0.018 -0.002
C -4.5479 -2.0665 4.4562 0.012 0.000 0.079
C -1.8268 -0.3066 -4.1970 0.001 -0.131 0.006
C 0.1494 -2.7264 -0.3705 0.075 0.209 0.021
C 5.4230 -4.9222 -2.0310 0.076 0.105 0.096


Entry 2:
11
Properties=species:S:1:pos:R:3:forces:R:3 method="wB97M-V/def2-TZVPD" smiles="C=C/C=C/O" homo_lumo_gap_ev=8.497 spin_multiplicity=1 e_homo_ev=-8.0
O -0.6216 -2.0889 -1.0227 0.961 -1.095 0.573
C 0.6839 -0.5811 0.3104 1.234 -1.101 -0.137
H 1.5651 -1.2092 0.4564 0.017 0.049 -0.802
H -1.3667 -0.4771 0.1391 0.658 -1.282 -0.468
H -0.1774 2.7577 0.4569 1.347 0.328 -0.554
C -0.0020 1.7622 0.0505 -1.091 0.281 1.499
C 0.9383 0.8712 0.3945 -0.748 -0.836 0.426
H -1.5121 -2.3742 -1.2366 -0.276 0.219 0.623
C -0.4770 -1.1712 -0.0409 -1.670 3.524 -0.795
H -0.9945 1.4147 -0.1999 0.030 -0.506 -0.573
H 1.9640 1.0959 0.6922 -0.463 0.419 0.209


Entry 3:
7
Properties=species:S:1:pos:R:3:forces:R:3 method="wB97M-V/def2-TZVPD" homo_lumo_gap_ev="6.235 / 7.287" charge=-1 spin_multiplicity=3 e_homo_ev="-1.9 / -4.5"
O -1.1934 0.2898 1.4343 0.370 -0.195 -0.603
O -1.4224 1.1333 -0.6642 0.385 -0.525 0.419
O 1.5753 -0.2887 0.5652 -0.728 -4.901 12.966
C -0.8733 0.4555 0.2396 -0.279 0.993 -0.335
H 0.0319 -1.4114 -0.5422 0.932 1.601 0.265
O 1.5081 0.1613 -0.7980 -0.904 4.862 -14.226
C 0.3739 -0.3399 -0.2347 0.224 -1.836 1.514


Entry 4:
10
Properties=species:S:1:pos:R:3:forces:R:3 method="wB97M-V/def2-TZVPD" homo_lumo_gap_ev="7.827 / 7.218" spin_multiplicity=3 e_homo_ev="-7.2 / -9.2"
S -2.3661 -0.4353 0.2399 -1.591 -0.214 0.094
H 0.9427 -1.4714 -0.7044 0.417 -0.169 -0.712
N 1.1577 1.2259 -0.8780 -0.784 -0.910 -1.458
C 0.4556 -1.1154 0.1713 -2.756 0.372 0.158
H -0.7796 -1.2111 0.0502 3.115 -0.266 -0.074
H 0.6827 -1.7110 1.0368 0.288 -0.231 0.385
H 1.7824 1.9823 -0.7504 0.629 1.245 0.157
H -1.2841 1.2686 -0.2518 0.610 1.667 -2.703
S 0.8824 0.5923 0.5335 2.470 -1.053 1.664
O -1.4736 0.8751 0.5529 -2.396 -0.442 2.489


Entry 5:
11
Properties=species:S:1:pos:R:3:forces:R:3 method="wB97M-V/def2-TZVPD" homo_lumo_gap_ev="7.361 / 7.109" charge=+1 spin_multiplicity=1 e_homo_ev="-13.0 / -12.6"
H 1.2329 1.3725 0.6483 1.670 1.375 0.197
H -2.0538 -2.1119 -0.0958 -0.650 0.734 -0.017
P 2.3407 -0.4753 -0.1324 1.382 -0.912 -0.101
H -0.3150 -1.6014 0.3375 -0.762 -0.742 0.357
H -0.5367 1.8470 -0.3499 0.808 -1.650 1.028
C -0.2036 0.7724 -0.0898 -3.504 2.517 -2.383
H -2.1650 0.3795 -0.4525 -0.839 1.104 -0.559
C -1.3531 -1.3167 0.1129 3.089 -0.473 -0.495
N -1.2905 -0.0427 -0.2686 1.101 -1.521 1.123
N 1.1144 0.6078 0.0251 -2.421 0.137 0.893
H 3.2297 0.5686 0.2651 0.126 -0.570 -0.045


Energy above the lowest of the compared OMol25 structures with the same formula, charge and spin? In order: 19.2; 48.1; 24.4; 17.2; 80.3 kcal per mole.